{"formula": "C29H40FN3O3PdSb2", "method": "ωB97M-V/def2-TZVPD", "symbols": ["Pd", "C", "C", "N", "C", "C", "C", "O", "O", "C", "O", "C", "C", "C", "F", "C", "C", "C", "N", "C", "C", "N", "C", "C", "H", "H", "H", "H", "H", "H", "H", "H", "H", "H", "H", "H", "H", "H", "H", "H", "H", "H", "C", "Sb", "C", "C", "C", "C", "C", "C", "C", "C", "C", "Sb", "C", "C", "H", "H", "H", "H", "H", "H", "H", "H", "H", "H", "H", "H", "H", "H", "H", "H", "H", "H", "H", "H", "C", "H", "H"], "xyz": [[0.16353, -0.13992, -0.17157], [-7.10622, 0.14068, -2.80749], [-6.30750, -1.10361, -2.43462], [-4.88508, -0.82968, -2.30042], [-4.39543, -0.53004, -1.06126], [-3.11254, -0.19766, -0.79942], [-2.79913, 0.03028, 0.67574], [-3.74979, 0.12776, 1.44748], [-1.57118, 0.05787, 1.03930], [-2.18367, -0.11850, -1.90501], [-0.99110, 0.33773, -1.83760], [-2.67094, -0.53234, -3.17586], [-1.77300, -0.58692, -4.28990], [-2.23589, -0.88681, -5.53396], [-1.34519, -0.95658, -6.55982], [-3.58093, -1.15765, -5.77201], [-4.49725, -1.10831, -4.67749], [-4.03931, -0.83897, -3.39327], [-4.20608, -1.25372, -7.09398], [-4.93119, -2.54468, -7.34914], [-6.02189, -2.28394, -8.40632], [-5.69073, -1.03092, -9.08366], [-4.30552, -1.03276, -9.54238], [-3.37743, -0.97252, -8.30363], [-8.16603, -0.10080, -2.90216], [-6.75527, 0.56010, -3.75152], [-6.99135, 0.90139, -2.03503], [-6.44459, -1.89223, -3.17489], [-6.65409, -1.49659, -1.48015], [-5.09797, -0.56972, -0.23924], [-0.72412, -0.39183, -4.11742], [-5.55473, -1.23077, -4.87639], [-5.33589, -2.91049, -6.41158], [-4.18626, -3.25866, -7.69521], [-6.99721, -2.17269, -7.93286], [-6.06922, -3.14016, -9.08867], [-4.94331, -0.53704, -7.14242], [-6.33876, -0.82471, -9.82907], [-4.13905, -0.15807, -10.16641], [-4.07214, -1.92222, -10.14053], [-2.91502, 0.00124, -8.17833], [-2.59152, -1.71784, -8.35237], [0.84735, 4.66363, 1.80875], [0.57153, 2.55159, 1.33829], [1.02239, 3.01378, -0.73516], [2.68680, 2.10287, 1.80756], [2.82780, 1.76709, 3.25601], [2.80058, 2.80233, 4.19528], [2.83178, 2.55792, 5.55732], [2.89521, 1.25077, 6.01745], [2.94798, 0.21429, 5.10088], [2.92419, 0.44606, 3.72531], [3.01749, -0.72838, 2.79628], [1.15988, -1.21565, 1.80453], [-0.08736, -1.30453, 3.51948], [1.58203, -3.28949, 1.50576], [0.74197, 4.83619, 2.88104], [0.07023, 5.23247, 1.29450], [1.82489, 5.01598, 1.47545], [2.03298, 3.41894, -0.79344], [0.30876, 3.76324, -1.07926], [0.93910, 2.13704, -1.36975], [3.23679, 3.00884, 1.55283], [2.99240, 1.30197, 1.13634], [2.74963, 3.82331, 3.83234], [2.80520, 3.38391, 6.25696], [2.91454, 1.04156, 7.07933], [3.01887, -0.80878, 5.45543], [3.26960, -1.63135, 3.35337], [3.77000, -0.58607, 2.01902], [0.30853, -2.04263, 4.21617], [-1.09675, -1.55773, 3.20423], [-0.10452, -0.32060, 3.98581], [1.65690, -3.79944, 2.46616], [2.52823, -3.37769, 0.97216], [0.79383, -3.74132, 0.90674], [1.79255, -0.57008, -1.20717], [1.88603, -1.52853, -1.71215], [2.72994, -0.03241, -1.07768]], "lowdin_charge": [0.516, -0.067, -0.202, -0.039, 0.009, -0.033, -0.615, 0.012, -0.276, -0.303, -0.159, -0.072, 0.052, -0.237, 0.039, -0.162, 0.000, -0.144, -0.065, -0.073, -0.174, -0.083, -0.168, -0.081, 0.074, 0.067, 0.081, 0.107, 0.121, 0.137, 0.124, 0.087, 0.122, 0.137, 0.120, 0.119, 0.175, 0.120, 0.122, 0.119, 0.138, 0.129, -0.362, 1.340, -0.328, -0.335, -0.302, -0.061, -0.089, -0.095, -0.063, -0.291, -0.292, 1.388, -0.271, -0.297, -0.016, -0.008, 0.000, 0.006, 0.002, -0.044, 0.059, 0.025, 0.101, 0.100, 0.098, 0.108, 0.060, 0.066, 0.012, 0.008, 0.016, 0.005, 0.006, 0.004, -0.213, -0.055, -0.057], "energy_ev": -60602.32057, "e_above_lowest_kcal_mol": 0.0, "s_squared": 2.0274, "homo_lumo_gap_ev": [4.775, 7.137], "multiplicity": 3}


{"formula": "C6H7Cl3Si2", "method": "ωB97M-V/def2-TZVPD", "symbols": ["Cl", "Si", "Cl", "Si", "Cl", "C", "C", "C", "C", "C", "C", "H", "H", "H", "H", "H", "H", "H"], "xyz": [[-4.15849, 2.37008, 0.65858], [-3.34333, 0.85333, -0.47177], [-2.58270, 1.52676, -2.19428], [-1.90723, 0.17703, 1.14099], [-2.53874, -1.32868, 2.27916], [-0.39972, -0.31517, 0.24527], [-0.05399, -1.61693, -0.10724], [0.86781, -1.89902, -0.99389], [1.65610, -0.93566, -1.55332], [1.46637, 0.36702, -1.19675], [0.43177, 0.73839, -0.28024], [-4.39484, -0.13444, -0.94901], [-1.36660, 1.23828, 2.10993], [-0.76458, -2.48132, 0.18454], [1.00978, -2.93409, -1.29605], [2.39231, -1.23269, -2.37638], [2.16708, 1.12147, -1.61730], [0.14059, 1.79817, -0.11944]], "lowdin_charge": [0.214, -0.368, 0.296, -0.016, 0.341, -0.412, -0.156, -0.144, -0.108, -0.092, -0.093, -0.050, -0.001, 0.125, 0.115, 0.135, 0.113, 0.104], "energy_ev": -59661.37582, "e_above_lowest_kcal_mol": 0.0, "homo_lumo_gap_ev": 9.742, "smiles": "Cl[SiH](Cl)[Si@@H](Cl)c1ccccc1"}


{"formula": "C11H10ClCuNO", "method": "ωB97M-V/def2-TZVPD", "symbols": ["C", "C", "C", "H", "C", "C", "H", "H", "H", "H", "Cu", "Cl", "C", "C", "C", "H", "C", "C", "H", "H", "H", "H", "O", "C", "N"], "xyz": [[0.86611, -2.21740, 2.41198], [0.97633, -1.96593, 1.01563], [-0.38141, -1.77480, 0.48945], [1.88175, -2.01124, 0.40642], [-1.27856, -1.99167, 1.59529], [-0.51850, -2.33995, 2.73479], [-0.92872, -2.70256, 3.68949], [1.68204, -2.35152, 3.11147], [-0.64893, -1.72691, -0.57201], [-2.35984, -1.97586, 1.55212], [0.35355, 0.06459, 0.84665], [1.02161, 1.78844, 1.79883], [0.11217, 2.86979, -2.96977], [-1.12099, 2.22815, -3.31422], [-0.80957, 0.98997, -3.96214], [-2.12382, 2.62646, -3.13988], [0.61577, 0.86708, -4.02023], [1.18555, 2.02888, -3.40699], [2.25217, 2.24847, -3.31568], [0.21557, 3.84288, -2.48338], [-1.53242, 0.27782, -4.36858], [1.17039, 0.04494, -4.47978], [0.15617, -0.24977, 6.42516], [-0.21905, 0.40584, 5.47050], [-0.56741, 1.02430, 4.48490]], "lowdin_charge": [-0.077, -0.209, -0.263, 0.099, -0.088, -0.105, 0.102, 0.105, 0.102, 0.099, 0.198, -0.050, -0.225, -0.235, -0.246, 0.042, -0.245, -0.233, 0.044, 0.049, 0.036, 0.037, -0.156, -0.731, -0.050], "energy_ev": -72266.80306, "s_squared": 0.7789, "homo_lumo_gap_ev": [6.116, 3.512], "charge": -2, "multiplicity": 2}


{"formula": "C42H38BrClN2O3PdSb", "method": "ωB97M-V/def2-TZVPD", "symbols": ["Pd", "Br", "C", "C", "C", "C", "C", "C", "N", "C", "C", "C", "C", "C", "C", "N", "H", "H", "H", "H", "H", "H", "H", "H", "H", "C", "C", "C", "C", "Cl", "C", "C", "C", "O", "C", "C", "O", "O", "H", "H", "H", "H", "H", "H", "H", "H", "C", "C", "C", "C", "C", "C", "C", "Sb", "C", "C", "C", "C", "C", "C", "C", "C", "C", "C", "C", "C", "C", "C", "H", "H", "H", "H", "H", "H", "H", "H", "H", "H", "H", "H", "H", "H", "H", "H", "H", "H", "H", "H", "H"], "xyz": [[-0.81524, 0.26953, 0.10809], [-7.40775, -1.79205, 2.50208], [-5.69753, -1.74092, 1.75277], [-5.13583, -2.91504, 1.23972], [-3.86526, -2.90164, 0.72967], [-3.10052, -1.69277, 0.71537], [-3.72963, -0.50586, 1.19832], [-4.99451, -0.53231, 1.71643], [-1.83511, -1.60478, 0.28970], [-1.12918, -2.81653, -0.06544], [1.10890, -2.06081, -0.52951], [2.07123, -2.77756, -1.22042], [2.99054, -2.07454, -1.97967], [2.91984, -0.68626, -2.01310], [1.92715, -0.05979, -1.28729], [1.03106, -0.73586, -0.55675], [-5.70993, -3.83098, 1.24883], [-3.46566, -3.81453, 0.31229], [-3.17524, 0.42783, 1.18228], [-5.44689, 0.37116, 2.09912], [-1.47712, -3.67433, 0.50514], [2.08382, -3.85535, -1.14325], [3.75450, -2.60204, -2.53459], [3.62377, -0.09880, -2.58419], [1.83399, 1.01856, -1.26745], [-2.71877, 0.78755, -2.64953], [-3.72299, -0.32534, -2.53897], [-4.97605, -0.06105, -1.99370], [-5.92514, -1.06012, -1.88581], [-7.46765, -0.68855, -1.18243], [-5.66405, -2.34509, -2.33466], [-4.41877, -2.62261, -2.87054], [-3.45536, -1.62721, -2.95527], [-2.23231, -1.95860, -3.52442], [-1.16954, -2.06745, -2.60616], [-1.41917, -3.14585, -1.55256], [-1.92578, -4.20150, -1.81360], [0.23918, -2.72566, 0.28285], [-3.19597, 1.70217, -3.00203], [-1.90666, 0.54112, -3.33015], [-2.30016, 1.00714, -1.65423], [-5.21647, 0.94137, -1.66024], [-6.42325, -3.11166, -2.26445], [-4.17124, -3.61248, -3.22796], [-0.95756, -1.12198, -2.09924], [-0.28585, -2.35164, -3.18338], [1.25865, 3.43309, -1.96983], [0.39821, 4.57077, -1.48033], [0.32405, 5.75005, -2.21590], [-0.45020, 6.81760, -1.78837], [-1.16921, 6.72107, -0.60602], [-1.10657, 5.55294, 0.13662], [-0.33117, 4.47726, -0.29215], [-0.29796, 2.70159, 0.88959], [-2.17249, 2.97653, 1.88803], [-3.23042, 3.15782, 0.99258], [-4.54087, 3.23991, 1.43569], [-4.80201, 3.12700, 2.79376], [-3.75846, 2.92938, 3.68386], [-2.43196, 2.85009, 3.25738], [-1.34481, 2.62635, 4.27450], [1.29200, 2.80050, 2.28825], [1.76230, 1.53354, 2.63671], [2.75841, 1.38217, 3.58833], [3.29835, 2.50988, 4.18484], [2.84486, 3.77011, 3.82637], [1.83945, 3.94607, 2.87877], [1.35434, 5.33532, 2.56900], [1.76196, 3.69293, -2.89925], [0.65259, 2.54104, -2.15135], [2.03009, 3.18184, -1.23583], [0.88619, 5.83100, -3.13836], [-0.48821, 7.72458, -2.37700], [-1.77370, 7.54920, -0.26079], [-1.66948, 5.48325, 1.05920], [-3.02985, 3.25616, -0.07074], [-5.34669, 3.39885, 0.73045], [-5.81789, 3.19585, 3.16183], [-3.97029, 2.84203, 4.74277], [-1.74664, 2.68259, 5.28457], [-0.55225, 3.36851, 4.18274], [-0.88083, 1.64492, 4.15290], [1.34346, 0.65116, 2.16107], [3.10924, 0.39453, 3.85652], [4.07838, 2.41226, 4.92844], [3.27814, 4.64601, 4.29382], [2.00770, 6.08054, 3.01940], [0.34807, 5.49341, 2.96776], [1.31232, 5.52402, 1.49801]], "lowdin_charge": [0.514, 0.826, -0.685, -0.097, 0.024, -0.252, 0.006, -0.101, 0.053, -0.266, -0.350, 0.033, -0.023, -0.029, -0.106, 0.036, 0.117, 0.115, 0.077, 0.100, 0.156, 0.135, 0.122, 0.116, 0.066, -0.027, -0.192, -0.070, -0.658, 0.694, -0.089, 0.011, -0.233, -0.026, -0.112, -0.270, 0.160, 0.036, 0.094, 0.085, 0.029, 0.117, 0.115, 0.130, 0.082, 0.152, -0.082, -0.307, -0.040, -0.061, -0.068, -0.139, -0.335, 1.550, -0.348, -0.176, -0.085, -0.079, -0.038, -0.286, -0.039, -0.348, -0.167, -0.078, -0.062, -0.037, -0.302, -0.042, 0.086, 0.055, 0.075, 0.114, 0.111, 0.110, 0.097, 0.094, 0.110, 0.112, 0.115, 0.084, 0.069, 0.086, 0.062, 0.108, 0.111, 0.116, 0.084, 0.087, 0.067], "energy_ev": -145869.03467, "e_above_lowest_kcal_mol": 31.1, "s_squared": 2.0450, "homo_lumo_gap_ev": [8.368, 6.242], "charge": 1, "multiplicity": 3}


{"formula": "C3H7O2", "method": "ωB97M-V/def2-TZVPD", "symbols": ["C", "O", "H", "H", "H", "C", "C", "O", "H", "H", "H", "H"], "xyz": [[-1.90333, 0.00224, 0.46434], [-3.08350, 0.24741, 0.59331], [-1.26966, 0.52279, -0.25414], [-1.41105, -0.78419, 1.05132], [0.10583, -1.39078, -2.77455], [1.57582, 0.65453, 1.25434], [1.16718, 0.19783, 0.03174], [0.60244, -0.90838, -0.24816], [1.82358, 1.70023, 1.39839], [1.64005, -0.02808, 2.09572], [1.32301, 0.85988, -0.85672], [-0.57039, -1.07347, -2.75559]], "lowdin_charge": [-0.156, -0.067, 0.053, 0.073, 0.016, -0.114, -0.596, -0.278, -0.019, 0.000, 0.074, 0.014], "energy_ev": -7317.78049, "e_above_lowest_kcal_mol": 73.1, "homo_lumo_gap_ev": 6.803, "charge": -1}


{"formula": "C6H12N2OPPt", "method": "ωB97M-V/def2-TZVPD", "symbols": ["C", "C", "C", "C", "C", "Pt", "P", "H", "H", "H", "H", "H", "H", "H", "H", "N", "C", "N", "O", "H", "H", "H", "H"], "xyz": [[0.07219, -0.44234, -2.15784], [-0.74811, -1.54838, -2.51986], [-0.49014, -2.61922, -1.59791], [0.48814, -2.18480, -0.67063], [0.81833, -0.83329, -0.98059], [-0.05052, 1.54963, 1.34388], [-0.42305, 3.49787, 0.86763], [0.13622, 0.53138, -2.64035], [-1.40428, -1.64005, -3.37945], [-0.92988, -3.61642, -1.61421], [1.50663, -0.19548, -0.45446], [0.87766, -2.73789, 0.17773], [-1.52373, 3.72711, 1.74965], [-0.73543, 4.01318, -0.42216], [0.57658, 4.41610, 1.27560], [1.35842, -0.22382, 3.61848], [0.29408, -0.26244, 2.78467], [-0.95308, -0.09759, 3.29130], [0.43860, -0.38537, 1.51714], [1.26644, -0.30828, 4.62609], [2.28205, -0.23499, 3.20080], [-1.70130, -0.12893, 2.60544], [-1.15632, -0.27149, 4.27023]], "lowdin_charge": [0.050, 0.040, 0.038, 0.030, -0.007, 0.560, 0.327, 0.132, 0.130, 0.133, 0.099, 0.133, -0.102, -0.111, -0.105, 0.155, -0.756, 0.121, -0.329, 0.119, 0.121, 0.100, 0.120], "energy_ev": -23965.28428, "e_above_lowest_kcal_mol": 41.8, "s_squared": 6.0089, "homo_lumo_gap_ev": [4.144, 5.360], "charge": 1, "multiplicity": 5}